Here is a 2-piece molecular cluster, C3H4BrF overall at a distorted geometry from OMol25. Energies are from ωB97M-V/def2-TZVPD.

Geometry as ORCA input:
```
! RIJCOSX wB97M-V def2-TZVPD def2/J DEFGRID3
* xyz 0 1
C -0.57877 0.55321 -0.15110
C 0.25565 -0.64490 0.41696
C -0.93289 -0.16664 1.06609
F -0.48324 0.92752 2.64854
Br -2.56670 -0.89153 1.54640
H -0.15578 1.60915 -0.18641
H -1.19831 0.38724 -1.04122
H 0.08131 -1.51680 -0.20408
H 1.32766 -0.56838 0.85440
*
```

## Properties
Molecular weight in g/mol: 138.97
E_LUMO in Ha: -0.0197
Orbital gap in eV: 10.371
E_HOMO in eV: -10.9
Energy above the lowest of the compared OMol25 structures with the same formula, charge and spin in kJ/mol: 279.86

Here are the natural (NBO) charges for atoms 1 to 2, given in e: -0.480, -0.481